Below is a cluster of 3 separate species, C4H13NO2 in total at a distorted geometry, with properties calculated with the ωB97M-V functional and the def2-TZVPD basis.

```
! RIJCOSX wB97M-V def2-TZVPD def2/J DEFGRID3
* xyz 0 1
C -2.761 -1.712 1.414
C -2.076 -1.169 0.411
N -1.726 -1.777 -0.790
C -1.436 0.210 0.587
C 0.063 0.230 0.764
H -2.918 -1.062 2.268
H -3.330 -2.637 1.410
H -0.857 -1.597 -1.258
H -2.063 -2.709 -0.930
H -1.882 0.547 1.538
H -1.833 0.991 -0.077
H 0.501 1.205 0.997
H 0.256 -0.396 1.636
H 0.609 -0.242 -0.065
O 2.212 2.576 -2.591
H 2.692 3.416 -2.660
H 1.544 2.665 -3.284
O 4.423 0.493 -0.169
H 3.924 -0.199 0.291
H 4.660 1.166 0.506
*
```

Results
highest occupied orbital energy	-8.12	eV
Kohn-Sham gap	0.3266	Eh
SMILES	C=C(N)CC.O.O

Below is a cluster of 2 separate species, C8H11O6 in total at a distorted geometry, with properties calculated with the ωB97M-V functional and the def2-TZVPD basis.

```
! RIJCOSX wB97M-V def2-TZVPD def2/J DEFGRID3
* xyz 0 2
C -3.065 -0.896 0.890
C -2.160 -0.876 -0.313
C -0.855 -0.112 -0.067
C 0.127 -0.746 0.948
C 1.403 -0.289 1.049
C 1.906 0.836 0.120
C 0.719 1.407 -0.737
C -0.055 0.197 -1.357
O 0.650 -0.758 -2.025
O -0.295 2.165 -0.146
O -1.358 1.174 0.244
O 2.667 0.435 -0.919
O 4.408 0.013 0.581
O 4.323 1.032 1.256
H -3.975 -1.424 0.604
H -2.598 -1.453 1.703
H -3.313 0.117 1.208
H -1.884 -1.893 -0.626
H -2.668 -0.384 -1.161
H -0.295 -1.541 1.554
H 2.104 -0.709 1.767
H 2.183 1.730 0.717
H 1.159 2.025 -1.545
H -0.702 0.647 -2.098
H 1.577 -0.696 -1.648
*
```

Results
highest occupied orbital energy (alpha / beta)	-9.66 / -9.63	eV
Kohn-Sham gap (alpha / beta)	0.2701 / 0.3100	Eh
⟨S²⟩	1.68

Below is a cluster of 8 separate species, C23H67N5O8 in total at a distorted geometry, with properties calculated with the ωB97M-V functional and the def2-TZVPD basis.

```
! RIJCOSX wB97M-V def2-TZVPD def2/J DEFGRID3
* xyz 0 1
C -6.966 4.983 -4.402
O -7.729 6.077 -5.007
C -7.301 7.333 -4.492
C -7.865 8.594 -5.159
C -7.342 8.729 -6.581
N -7.498 9.793 -4.383
H -5.940 5.065 -4.760
H -7.354 4.012 -4.709
H -6.933 5.083 -3.317
H -7.595 7.457 -3.450
H -6.212 7.378 -4.514
H -8.943 8.612 -5.320
H -6.291 8.441 -6.600
H -7.504 9.704 -7.041
H -7.868 8.004 -7.201
H -6.501 9.900 -4.263
H -7.861 10.584 -4.896
C 0.570 -4.496 4.740
O 1.344 -5.621 5.043
C 2.542 -5.696 4.272
C 3.596 -6.605 4.981
C 4.119 -6.092 6.368
N 4.783 -6.752 4.148
H 0.338 -4.522 3.675
H 1.044 -3.594 5.126
H -0.400 -4.588 5.228
H 2.353 -5.991 3.240
H 3.011 -4.712 4.225
H 3.268 -7.624 5.185
H 4.784 -5.244 6.209
H 4.611 -6.835 6.997
H 3.235 -5.755 6.909
H 4.907 -5.831 3.755
H 4.394 -7.265 3.370
C 2.969 2.575 3.038
O 3.140 2.148 4.360
C 4.461 1.662 4.638
C 4.534 1.272 6.067
C 4.278 2.343 7.092
N 5.894 0.860 6.309
H 1.995 3.037 2.875
H 3.004 1.685 2.409
H 3.670 3.336 2.696
H 4.644 0.751 4.068
H 5.142 2.479 4.395
H 3.856 0.464 6.341
H 4.925 3.204 6.929
H 4.471 2.037 8.120
H 3.218 2.574 6.985
H 6.479 1.667 6.142
H 6.072 0.183 5.581
C 0.524 -5.934 -4.556
O -0.521 -6.332 -3.670
C -0.164 -7.240 -2.660
C -0.226 -8.761 -3.157
C -1.587 -9.074 -3.783
N 0.301 -9.697 -2.146
H 1.305 -5.371 -4.044
H 0.093 -5.255 -5.292
H 1.050 -6.731 -5.081
H 0.868 -7.035 -2.374
H -0.903 -7.119 -1.868
H 0.449 -8.893 -4.003
H -2.373 -8.685 -3.134
H -1.740 -10.150 -3.862
H -1.764 -8.546 -4.719
H 0.482 -10.629 -2.491
H -0.448 -9.798 -1.477
C 2.686 4.421 -3.891
O 4.016 4.796 -3.533
C 5.006 4.123 -4.217
C 6.473 4.386 -3.710
C 6.863 5.901 -3.766
N 7.306 3.575 -4.545
H 2.022 4.713 -3.077
H 2.512 3.346 -3.832
H 2.385 4.858 -4.843
H 4.851 3.047 -4.140
H 4.890 4.358 -5.275
H 6.485 4.013 -2.686
H 7.891 6.001 -3.418
H 6.179 6.615 -3.307
H 6.831 6.254 -4.797
H 6.998 2.646 -4.294
H 8.190 3.563 -4.058
C -3.108 1.589 5.047
O -2.088 2.020 5.970
H -3.893 1.145 5.659
H -3.454 2.404 4.410
H -2.765 0.845 4.327
H -1.429 2.424 5.401
C -7.923 -2.566 2.115
O -8.205 -1.250 1.655
H -8.817 -3.184 2.187
H -7.281 -2.986 1.340
H -7.341 -2.585 3.037
H -8.902 -0.850 2.181
C -2.898 -0.646 -0.660
O -3.825 0.348 -0.198
H -2.957 -0.874 -1.725
H -1.866 -0.350 -0.474
H -3.126 -1.608 -0.201
H -4.600 -0.045 0.210
*
```

Results
highest occupied orbital energy	-9.18	eV
Kohn-Sham gap	0.3445	Eh
SMILES	COC[C@H](C)N.COC[C@H](C)N.COC[C@H](C)N.COC[C@H](C)N.COC[C@H](C)N.CO.CO.CO

Below is a cluster of 3 separate species, C5H12O2 in total at a distorted geometry, with properties calculated with the ωB97M-V functional and the def2-TZVPD basis.

```
! RIJCOSX wB97M-V def2-TZVPD def2/J DEFGRID3
* xyz 0 1
C 0.250 2.790 -0.099
C 1.161 2.011 0.488
C 2.185 1.156 -0.246
C 1.506 -0.232 -0.460
C 0.533 -0.722 0.299
H -0.632 3.171 0.374
H 0.389 3.122 -1.121
H 1.291 1.806 1.543
H 2.643 1.430 -1.243
H 3.071 1.000 0.379
H 1.660 -0.638 -1.439
H -0.040 -1.599 0.013
H 0.193 -0.252 1.212
O -1.755 -6.024 0.296
H -1.800 -5.063 0.371
H -1.401 -6.117 -0.596
O -2.885 1.665 0.285
H -3.656 1.785 -0.282
H -2.712 0.714 0.226
*
```

Results
highest occupied orbital energy	-9.21	eV
Kohn-Sham gap	0.3561	Eh
SMILES	C=CCC=C.O.O

Below is a structure of composition C21H46GaNOP3Se at a distorted geometry, with properties calculated with the ωB97M-V functional and the def2-TZVPD basis.

```
! RIJCOSX wB97M-V def2-TZVPD def2/J DEFGRID3
* xyz 3 1
Ga -0.531 0.089 -0.192
P 1.881 0.416 -0.624
P -1.657 0.805 -2.176
P 0.015 -2.393 -1.025
H -1.363 -0.194 2.559
C -0.825 -1.119 2.294
C 0.446 -1.288 2.685
H 0.970 -0.468 3.162
C 2.634 1.906 0.095
C 2.338 0.655 -2.380
C 3.132 -0.778 -0.053
C -3.427 0.367 -2.094
C -1.448 2.602 -2.381
C -1.106 0.013 -3.730
C 0.775 -3.567 0.154
C 1.010 -2.697 -2.537
C -1.573 -3.217 -1.440
H -1.382 -1.999 1.936
H 0.930 -2.246 2.581
H 2.628 1.880 1.190
H 2.135 2.819 -0.241
H 3.675 1.927 -0.248
H 1.741 1.458 -2.828
H 2.216 -0.256 -2.975
H 3.397 0.949 -2.390
H 3.035 -0.923 1.027
H 4.105 -0.316 -0.272
H 3.082 -1.748 -0.552
H -3.942 0.731 -2.996
H -3.883 0.791 -1.188
H -3.519 -0.734 -2.052
H -1.855 2.922 -3.348
H -0.375 2.866 -2.347
H -1.975 3.126 -1.571
H -1.654 0.478 -4.563
H -1.344 -1.063 -3.702
H -0.025 0.165 -3.877
H 0.692 -4.584 -0.256
H 0.266 -3.528 1.122
H 1.834 -3.327 0.306
H 0.928 -3.761 -2.792
H 2.068 -2.463 -2.383
H 0.635 -2.104 -3.378
H -1.376 -4.294 -1.550
H -1.981 -2.821 -2.381
H -2.318 -3.056 -0.643
C -4.699 -2.271 2.457
C -3.877 -2.310 3.596
C -4.340 -2.943 4.759
C -5.626 -3.499 4.795
C -6.460 -3.400 3.676
C -6.005 -2.773 2.520
Se -4.062 -1.597 0.750
H -2.784 -0.894 1.192
H -2.884 -1.859 3.549
H -3.687 -2.997 5.641
H -5.969 -4.004 5.695
H -7.466 -3.804 3.689
H -6.632 -2.682 1.642
C 0.543 5.153 2.487
N 0.087 4.197 1.465
C -0.443 4.763 0.248
C -0.114 2.882 1.686
C 0.221 2.305 3.031
O -0.622 2.212 0.723
H -0.307 5.556 3.054
H 1.059 6.009 2.037
H 1.237 4.640 3.161
H 0.047 4.424 -0.663
H -1.505 4.536 0.135
H -0.298 5.834 0.362
H -0.290 1.334 3.155
H 1.320 2.158 3.076
H -0.114 2.968 3.853
*
```

Results
highest occupied orbital energy	-15.11	eV
Kohn-Sham gap	0.1496	Eh

Below is a cluster of 2 separate species, C6H9N in total, with properties calculated with the ωB97M-V functional and the def2-TZVPD basis.

```
! RIJCOSX wB97M-V def2-TZVPD def2/J DEFGRID3
* xyz 0 1
C -1.987 -0.952 -2.820
C -1.067 -0.366 -2.083
C -0.195 0.216 -1.363
C 0.659 0.852 -0.582
N 0.776 0.644 0.801
C 2.005 0.073 1.326
C 0.735 -0.703 1.321
H -2.111 -0.703 -3.870
H -2.658 -1.696 -2.399
H 1.302 1.642 -0.969
H 2.369 0.521 2.248
H 2.769 -0.216 0.605
H 0.640 -1.508 0.592
H 0.172 -0.837 2.241
H -0.910 2.049 1.963
H -1.478 2.406 2.296
*
```

Results
highest occupied orbital energy	-8.14	eV
Kohn-Sham gap	0.3216	Eh
SMILES	C=C=C=CN1CC1.[H][H]

Below is the molecule CClN3O2 at a distorted geometry, with properties calculated with the ωB97M-V functional and the def2-TZVPD basis.

```
! RIJCOSX wB97M-V def2-TZVPD def2/J DEFGRID3
* xyz 0 1
N 0.053 -2.066 2.017
C -0.002 -1.260 1.220
N 0.107 -0.168 0.543
N -0.308 0.117 -0.574
O -1.077 -0.433 -1.302
O -0.009 1.370 -1.165
Cl 1.236 2.440 -0.739
*
```

Results
highest occupied orbital energy (alpha / beta)	-11.31 / -11.31	eV
Kohn-Sham gap (alpha / beta)	0.3614 / 0.3614	Eh
SMILES	N#C/N=[N+](\[O-])OCl

Below is a structure of composition C18H18N4SV, with properties calculated with the ωB97M-V functional and the def2-TZVPD basis.

```
! RIJCOSX wB97M-V def2-TZVPD def2/J DEFGRID3
* xyz 1 3
V -0.003 0.651 0.053
C -3.803 1.041 4.331
C -3.784 -0.370 3.770
N -3.435 -0.417 2.348
C -2.210 -0.193 1.871
S -2.062 -0.327 0.100
N -1.249 0.117 2.716
N -0.083 0.359 2.043
C 1.010 0.560 2.687
C 1.127 0.592 4.169
C 2.209 0.689 1.805
C 3.476 0.951 2.287
C 4.543 1.002 1.397
C 4.322 0.793 0.049
C 3.028 0.542 -0.369
N 2.000 0.484 0.480
H -4.105 1.010 5.378
H -4.520 1.658 3.789
H -2.825 1.512 4.270
H -4.779 -0.808 3.842
H -3.100 -1.016 4.323
H -4.107 -0.786 1.698
H 0.160 0.818 4.609
H 1.855 1.334 4.490
H 1.448 -0.384 4.542
H 3.638 1.106 3.343
H 5.540 1.205 1.765
H 5.126 0.824 -0.672
H 2.799 0.382 -1.415
C -0.170 2.584 0.039
C -0.233 3.803 0.026
C -0.304 5.231 -0.014
C -0.281 5.878 -1.253
C -0.349 7.260 -1.310
C -0.439 7.999 -0.138
C -0.467 7.359 1.094
C -0.400 5.978 1.160
H -0.215 5.292 -2.159
H -0.333 7.757 -2.270
H -0.493 9.079 -0.186
H -0.544 7.937 2.005
H -0.426 5.472 2.116
*
```

Results
highest occupied orbital energy (alpha / beta)	-11.15 / -11.21	eV
Kohn-Sham gap (alpha / beta)	0.2446 / 0.2550	Eh
⟨S²⟩	2.03